Record 1
2 unconnected molecules or ions with the total composition C4H14N at a distorted geometry. Source: the Open Molecules 2025 dataset; level of theory: ωB97M-V with the def2-TZVPD basis set.

Geometry as XYZ:
```
19
Properties=species:S:1:pos:R:3:mulliken_charge:R:1
C 2.7391 -0.6517 2.0814 -0.711
N 1.7229 0.2942 1.4680 -0.316
H 2.6671 -1.5869 1.4998 0.304
H 2.5710 -0.6810 3.1624 0.331
H 3.7570 -0.2676 1.9942 0.324
H 1.0629 0.7142 2.1259 0.397
H 2.2631 1.0676 1.0644 0.404
H 1.1650 -0.0435 0.6778 0.234
C -1.9381 1.2602 -1.6261 -1.167
C -1.0807 -0.0149 -1.6630 0.056
C -1.7108 -1.0173 -0.7333 -1.026
H -1.7792 1.7046 -0.6357 0.270
H -1.7468 1.9775 -2.4506 0.315
H -2.9987 1.0588 -1.6924 0.356
H -1.0136 -0.4106 -2.6823 0.308
H -0.0537 0.2736 -1.3646 0.035
H -2.8060 -0.9423 -0.7429 0.366
H -1.4826 -0.6866 0.3130 0.214
H -1.3377 -2.0484 -0.7960 0.304
```

Values from the calculation:
Spin multiplicity = 1
Kohn-Sham gap = 10.522 eV
ΔE to the lowest compared entry with this formula, charge and spin = 0.9727 eV
HOMO energy = -14.584 eV
Charge = +1
Calculated total energy = -215.27315 hartree
M = 76.2 Da


Record 2
A molecular structure, C17H16FeN2O5. Source: the Open Molecules 2025 dataset; level of theory: ωB97M-V with the def2-TZVPD basis set.

Geometry as XYZ:
```
41
Properties=species:S:1:pos:R:3:lowdin_spin:R:1
Fe -0.0064 -0.2361 -0.0930 3.676
O -2.4960 2.7218 0.0146 0.013
C -2.1413 1.5810 0.1978 0.013
O -1.4255 0.8799 -0.6471 0.099
C -2.5770 0.8311 1.4657 0.001
C -2.8460 -0.6512 1.1714 0.001
C -3.6593 -1.2920 2.2944 0.001
C -2.5993 -1.4097 3.4153 0.001
C -1.3715 -0.8061 2.7365 0.001
O -1.5351 -1.2434 1.3632 0.034
C -1.5105 0.7194 2.6176 0.000
C -0.1359 1.3723 2.3861 0.006
O 0.1679 2.3664 3.0106 0.011
O 0.6430 0.7495 1.5507 0.055
H -3.4693 1.3370 1.8290 0.000
H -3.1887 -0.8514 0.1599 0.000
H -4.0289 -2.2713 1.9929 0.000
H -4.5144 -0.6771 2.5714 0.000
H -2.4195 -2.4500 3.6846 0.000
H -2.8649 -0.8645 4.3196 0.000
H -0.4079 -1.1439 3.1089 0.000
H -1.8990 1.1578 3.5343 0.000
N 2.2453 0.1106 -0.4086 0.032
C 2.9467 -1.1289 -0.3652 0.001
C 4.2980 -1.2445 -0.5332 0.003
C 4.9383 -2.4995 -0.4649 -0.001
C 4.2209 -3.6371 -0.2451 0.002
C 2.8121 -3.5692 -0.1332 0.000
C 1.9948 -4.7165 -0.0270 0.005
C 0.6372 -4.5869 -0.0475 0.000
C 0.0808 -3.3005 -0.1573 0.010
N 0.8076 -2.2082 -0.2099 0.026
C 2.1714 -2.3151 -0.1956 0.004
H 2.7183 0.7941 -0.9873 0.002
H 2.1474 0.5292 0.5292 0.000
H 4.8895 -0.3515 -0.6932 0.000
H 6.0126 -2.5471 -0.5805 0.000
H 4.7074 -4.6021 -0.1863 0.000
H 2.4605 -5.6920 0.0407 0.000
H -0.0157 -5.4457 0.0086 0.000
H -0.9920 -3.1671 -0.1879 0.001
```

Values from the calculation:
Spin multiplicity = 5
Kohn-Sham gap (spin up / spin down) = 7.793 / 7.524 eV
HOMO energy (spin up / spin down) = -8.690 / -8.494 eV
Calculated total energy = -2406.93797 hartree
M = 384.2 Da